18
Properties=species:S:1:pos:R:3 method="wB97M-V/def2-TZVPD" orbital_gap_ha=0.41306 e_tot_ev=-8333.9848 relative_energy_ev=3.134 fmax_ev_per_a=4.2 charge=+1
C 2.27 0.27 0.61
C 1.20 0.67 -0.07
C -0.15 -0.29 -0.32
N 0.25 -1.24 -1.42
N -0.31 -1.12 0.96
C -1.32 0.63 -0.50
C -2.11 1.15 0.41
H 3.24 0.69 0.41
H 2.24 -0.80 0.84
H 1.30 1.63 -0.64
H 1.09 -0.80 -1.77
H -0.46 -1.28 -2.29
H -0.95 -1.90 0.86
H -0.86 -0.43 1.62
H 0.71 -1.18 1.40
H -1.50 0.72 -1.58
H -2.77 1.95 0.05
H -1.88 1.32 1.44

=====

16
Properties=species:S:1:pos:R:3 method="wB97M-V/def2-TZVPD" orbital_gap_ha=0.36030 e_tot_ev=-7393.3220 relative_energy_ev=1.443 fmax_ev_per_a=0.5
C 0.80 -1.44 -1.31
C -0.27 -1.64 -0.28
C -0.26 -1.05 0.91
O 0.53 0.03 1.17
C 0.35 1.12 0.24
C -0.80 2.00 0.71
H 1.68 -0.97 -0.86
H 1.10 -2.43 -1.68
H 0.51 -0.85 -2.19
H -1.04 -2.38 -0.47
H -0.83 -1.43 1.76
H 0.18 0.78 -0.79
H 1.31 1.64 0.25
H -0.86 1.90 1.79
H -0.64 3.05 0.46
H -1.76 1.69 0.28

=====

57
Properties=species:S:1:pos:R:3 method="wB97M-V/def2-TZVPD" orbital_gap_ha=0.21858 e_tot_ev=-118883.6779 relative_energy_ev=0.000 fmax_ev_per_a=3.7 charge=+1
Sn 1.65 0.63 0.38
C -1.41 2.50 2.55
C -0.30 3.56 2.42
S 1.41 3.08 2.08
C 1.96 2.52 3.71
C 1.61 1.10 4.13
S 2.44 -0.12 3.06
C 1.61 -1.60 3.67
C 0.95 -2.47 2.60
S -0.21 -1.64 1.48
C -1.52 -1.04 2.63
C -2.41 -0.01 1.93
S -1.52 1.38 1.15
H -2.39 2.99 2.59
H -1.24 1.94 3.49
H -0.26 4.18 3.31
H -0.55 4.18 1.56
H 1.55 3.24 4.43
H 3.04 2.63 3.72
H 0.53 0.94 4.08
H 1.94 0.93 5.18
H 0.85 -1.35 4.41
H 2.40 -2.16 4.19
H 0.39 -3.30 3.04
H 1.69 -2.86 1.91
H -1.06 -0.59 3.51
H -2.11 -1.92 2.91
H -3.13 0.39 2.63
H -2.96 -0.51 1.12
I 4.38 1.15 -0.17
N -3.49 -4.33 -3.30
C -2.39 -3.59 -3.05
C -2.11 -2.44 -3.81
C -1.01 -1.65 -3.53
C -0.11 -2.06 -2.54
C -0.43 -3.16 -1.73
C -1.56 -3.89 -1.95
S 1.42 -1.26 -2.34
O 2.37 -1.63 -3.37
O 1.83 -1.55 -0.93
N 1.03 0.38 -2.31
C 1.26 1.20 -3.32
S 1.55 0.67 -4.97
C 1.60 2.32 -5.52
C 1.44 3.16 -4.47
N 1.28 2.58 -3.24
H -4.03 -4.17 -4.12
H -3.64 -5.21 -2.83
H -2.79 -2.17 -4.64
H -0.89 -0.72 -4.09
H 0.29 -3.45 -0.95
H -1.81 -4.73 -1.31
H 1.76 2.55 -6.58
H 1.46 4.26 -4.52
S 1.36 3.56 -1.58
C -0.31 3.72 -1.48
N -1.42 3.88 -1.23

=====

40
Properties=species:S:1:pos:R:3 method="wB97M-V/def2-TZVPD" orbital_gap_ha=0.32046 e_tot_ev=-18900.7356 relative_energy_ev=0.597 fmax_ev_per_a=1.9 charge=+1
C -2.93 -1.47 1.21
C -1.42 -1.31 1.04
N -1.02 0.16 0.94
C -1.44 0.79 2.26
C -2.95 0.70 2.46
C -3.57 -0.08 1.29
C -3.24 0.68 -0.01
C -1.72 0.81 -0.20
H -3.34 -2.03 0.35
H -3.14 -2.03 2.13
H -0.87 -1.74 1.89
H -1.07 -1.83 0.14
H -0.90 0.26 3.06
H -1.10 1.83 2.25
H -3.19 0.20 3.40
H -3.39 1.71 2.48
H -4.66 -0.17 1.41
H -3.69 0.15 -0.86
H -3.69 1.69 0.05
H -1.40 1.86 -0.23
H -1.39 0.33 -1.14
C 2.92 1.62 0.56
N 2.03 0.66 -0.12
C 2.50 0.04 -1.32
C 1.59 -0.21 -2.37
C 2.03 -0.88 -3.52
C 3.36 -1.33 -3.63
C 4.24 -1.14 -2.56
C 3.84 -0.38 -1.46
C 1.02 0.17 0.64
H 3.73 1.95 -0.10
H 2.34 2.48 0.89
H 3.32 1.10 1.43
H 0.57 0.16 -2.32
H 1.37 -1.00 -4.37
H 3.68 -1.90 -4.50
H 5.24 -1.55 -2.62
H 4.60 -0.11 -0.71
H 0.78 -0.90 0.50
H 0.96 0.69 1.63

=====

72
Properties=species:S:1:pos:R:3 method="wB97M-V/def2-TZVPD" orbital_gap_ha=0.17838 e_tot_ev=-53444.0406 fmax_ev_per_a=3.7 charge=-1
Sn 0.27 0.44 -1.09
C -2.05 0.26 -1.75
C -1.97 1.41 -0.84
C -1.75 2.57 -1.64
H -2.24 1.38 0.22
C -1.71 2.17 -3.00
C -1.87 0.77 -3.08
H -1.93 0.18 -3.99
H -2.44 -0.72 -1.47
H -1.73 3.59 -1.27
H -1.68 2.85 -3.85
C 1.85 -1.39 -1.69
C 0.74 -1.35 -2.63
C 1.17 -0.55 -3.75
H -0.14 -2.00 -2.60
C 2.49 -0.14 -3.52
C 2.91 -0.61 -2.25
H 3.90 -0.47 -1.81
H 1.89 -2.00 -0.78
H 0.58 -0.37 -4.65
H 3.13 0.36 -4.23
O 2.05 2.25 -1.82
C 2.45 3.30 -2.69
C 2.59 4.30 -1.50
C 1.40 3.65 -3.71
C 3.81 2.98 -3.30
C 2.36 3.06 -0.64
H 1.77 5.03 -1.43
H 3.57 4.78 -1.40
H 3.27 2.68 -0.15
H 1.50 3.08 0.02
H 1.58 4.68 -4.05
H 0.37 3.59 -3.31
H 1.48 2.96 -4.56
H 4.35 3.92 -3.50
H 3.71 2.46 -4.27
H 4.43 2.36 -2.63
N 0.46 -0.39 0.74
P -0.57 -1.07 1.73
C -1.47 -0.02 2.91
C -2.76 0.49 2.66
C -3.39 1.30 3.61
C -2.72 1.67 4.78
C -1.42 1.21 5.01
C -0.80 0.37 4.08
C -1.75 -2.22 0.97
C -3.09 -2.36 1.36
C -3.94 -3.20 0.63
C -3.45 -3.95 -0.44
C -2.10 -3.88 -0.78
C -1.25 -3.04 -0.06
C 0.39 -2.17 2.80
C -0.24 -3.05 3.69
C 0.55 -3.92 4.45
C 1.95 -3.91 4.32
C 2.56 -3.03 3.41
C 1.78 -2.16 2.65
H -3.29 0.24 1.73
H -4.40 1.66 3.42
H -3.21 2.32 5.51
H -0.88 1.51 5.90
H 0.22 0.02 4.26
H -3.48 -1.82 2.23
H -5.00 -3.25 0.90
H -4.12 -4.60 -1.00
H -1.70 -4.47 -1.60
H -0.18 -3.02 -0.29
H -1.33 -3.07 3.77
H 0.07 -4.60 5.15
H 2.55 -4.58 4.91
H 3.64 -3.02 3.29
H 2.23 -1.47 1.93

=====

11
Properties=species:S:1:pos:R:3 method="wB97M-V/def2-TZVPD" orbital_gap_ha=0.32389 e_tot_ev=-10246.5598 relative_energy_ev=5.705 fmax_ev_per_a=1.0
N -1.61 -0.31 -0.33
C -0.36 0.17 -0.02
C -0.54 1.51 0.46
O 0.93 0.77 -0.86
C 1.65 -0.27 -0.34
O 2.81 -0.56 -0.46
N 0.59 -0.88 0.29
H -1.71 -1.23 -0.73
H -2.24 0.38 -0.71
H -0.24 1.67 1.50
H 0.71 -1.26 1.21